Here is a structure of composition C26H44N3O5SSi3Tl in a non-equilibrium geometry from the OMol25 dataset. Energies are from ωB97M-V with the def2-TZVPD basis set.

Results
Multiplicity: 1
E_HOMO in eV: -8.1
Orbital gap in eV: 6.31
F_max in Eh/bohr: 0.0407
E_tot in eV: -81547.294

CARTESIAN COORDINATES (ANGSTROEM)
Tl  0.29719  -0.12856  -0.11145
C  2.73137  3.11534  3.01828
Si  2.34677  1.93487  1.61524
C  3.16846  0.32828  2.09829
C  3.20073  2.42555  0.03094
C  0.47404  1.85834  1.45860
Si  -0.53374  1.19312  2.90112
C  0.38703  -0.13350  3.84445
C  -0.81552  2.63094  4.06842
C  -2.18880  0.48265  2.44214
Si  -0.31209  3.20812  0.39555
C  -2.05615  3.77735  0.67935
C  0.62612  4.77432  0.90093
C  0.19915  2.93617  -1.40385
C  0.13454  3.96573  -2.33747
C  0.47103  3.71461  -3.65992
C  0.88478  2.44310  -4.02213
C  0.95813  1.47149  -3.03775
N  0.62322  1.72394  -1.77022
H  3.81544  3.23517  3.13072
H  2.33621  2.71150  3.95883
H  2.29197  4.10434  2.86605
H  4.25310  0.44620  1.97442
H  2.84232  -0.48745  1.45168
H  2.97331  0.03930  3.13351
H  4.26847  2.57897  0.22426
H  2.80369  3.33249  -0.43226
H  3.10135  1.61123  -0.69749
H  1.29491  0.24502  4.32524
H  0.66673  -0.96742  3.18578
H  -0.26717  -0.53383  4.62852
H  0.12704  3.08989  4.39221
H  -1.35212  2.28559  4.96089
H  -1.42189  3.41068  3.59497
H  -2.09603  -0.37748  1.76851
H  -2.82541  1.22572  1.94530
H  -2.69909  0.14551  3.35229
H  -2.25827  3.85936  1.75387
H  -2.81719  3.13467  0.23026
H  -2.15857  4.78252  0.25166
H  0.44196  4.98329  1.96405
H  0.24159  5.63191  0.33384
H  1.70982  4.73150  0.74963
H  -0.17973  4.95693  -2.02680
H  0.41200  4.50429  -4.40028
H  1.15222  2.20490  -5.04279
H  1.29001  0.46206  -3.25701
C  -5.31611  -6.09735  -3.32846
C  -4.15967  -5.19954  -2.96592
C  -3.78359  -4.14768  -3.79276
C  -2.74563  -3.29534  -3.43929
C  -2.07238  -3.50886  -2.24881
C  -2.41474  -4.56921  -1.41246
C  -3.44878  -5.40875  -1.78069
S  -0.95354  -2.29132  -1.63806
O  0.15064  -2.97464  -0.99025
O  -0.59774  -1.40143  -2.72918
N  -1.77755  -1.55992  -0.47036
C  -2.94737  -0.80967  -0.88709
C  -2.84623  0.74173  -0.70207
O  -3.90587  1.35830  -0.77894
O  -1.66543  1.18077  -0.50394
H  -5.94073  -5.64308  -4.09821
H  -5.93733  -6.29695  -2.45380
H  -4.96024  -7.05958  -3.70613
H  -4.31767  -3.98219  -4.72293
H  -2.45452  -2.46879  -4.07812
H  -1.87149  -4.71281  -0.48506
H  -3.72462  -6.23513  -1.13310
H  -3.80870  -1.08587  -0.28156
H  -3.19230  -0.90603  -1.94615
C  5.12448  -2.84481  0.79769
N  3.82248  -2.48276  0.26872
C  2.65516  -3.06372  0.91625
C  3.71161  -1.53585  -0.67841
O  2.67445  -1.00813  -1.08098
H  5.18406  -3.92555  0.93000
H  5.30156  -2.36445  1.76396
H  5.90936  -2.53371  0.10808
H  2.79540  -4.14070  0.99980
H  1.77352  -2.87781  0.31398
H  2.51361  -2.65112  1.91935
H  4.68297  -1.26674  -1.11548

Forces on atoms 1 to 3 (eV/Å):
Tl -1.4 1.5 0.3
C 0.0 0.2 0.1
Si 0.1 0.2 0.3

---

Here is a cluster of 3 separate species, C26H44N4O8S in total in a non-equilibrium geometry from the OMol25 dataset. Energies are from ωB97M-V with the def2-TZVPD basis set.

Results
Multiplicity: 1
E_HOMO in eV: -9.1
Orbital gap in eV: 9.41
SMILES string: C[C@@H](O)CNCCO[C@@H]1NC(=O)C[C@@H]1CCCCCCCSc1nnco1.O=C1CCCO1.O=C1CCCO1
F_max in Eh/bohr: 0.0195
E_tot in eV: -60850.219

CARTESIAN COORDINATES (ANGSTROEM)
C  5.03146  4.25066  3.21393
C  3.79595  3.97168  4.09212
O  2.61207  4.51337  3.51271
C  3.67008  2.48873  4.43102
N  2.68672  2.20784  5.49334
C  1.58367  1.32184  5.09588
C  0.80294  1.88519  3.91430
O  -0.55104  1.43848  3.92269
C  -0.86644  0.33912  3.12168
N  -0.00287  -0.85487  3.24264
C  -0.41137  -1.69712  2.16089
O  -0.00291  -2.81384  1.99705
C  -1.43164  -0.93548  1.32127
C  -1.04596  0.53322  1.60919
C  0.20971  0.88059  0.79187
C  0.40366  2.40316  0.57731
C  0.21801  2.84379  -0.87656
C  1.31500  2.32585  -1.81420
C  1.23048  2.95830  -3.21088
C  2.53868  2.85882  -4.00139
C  2.71754  1.47525  -4.64002
S  4.45153  0.90712  -4.75953
C  4.49425  -0.04726  -3.30547
N  4.35102  -1.32647  -3.22232
N  4.44337  -1.64568  -1.87319
C  4.63115  -0.52989  -1.26376
O  4.68117  0.52706  -2.08610
H  5.70702  4.95020  3.70692
H  4.70780  4.71527  2.28117
H  5.58265  3.33516  2.98860
H  3.89617  4.49597  5.04603
H  2.35822  3.96425  2.76252
H  3.47469  1.90727  3.51816
H  4.66005  2.17540  4.78352
H  3.19445  1.71585  6.21647
H  1.93295  0.29697  4.90077
H  0.87733  1.25813  5.92765
H  0.77745  2.97292  3.99566
H  1.26355  1.61146  2.96108
H  -1.83784  0.00000  3.49175
H  0.99262  -0.68436  3.15847
H  -1.43667  -1.22529  0.27256
H  -2.40355  -1.17100  1.76835
H  -1.85108  1.21559  1.32603
H  1.11175  0.46751  1.25167
H  0.11717  0.39335  -0.18331
H  1.41378  2.70040  0.88426
H  -0.31843  2.93480  1.20484
H  0.22221  3.93875  -0.91664
H  -0.75271  2.49703  -1.25116
H  1.19313  1.24165  -1.92004
H  2.30396  2.52297  -1.38640
H  0.96241  4.01583  -3.10850
H  0.42153  2.49497  -3.78611
H  3.39320  3.07385  -3.35524
H  2.54039  3.61230  -4.79494
H  2.31330  1.43730  -5.65166
H  2.19648  0.71495  -4.05586
H  4.74557  -0.37445  -0.20303
O  -4.63590  -0.87617  1.80367
C  -5.08526  -1.21260  0.74431
O  -4.55672  -0.78358  -0.41866
C  -5.31928  -1.28580  -1.53684
C  -6.04535  -2.50924  -0.99841
C  -6.26153  -2.12588  0.46667
H  -6.01871  -0.50554  -1.84794
H  -4.63859  -1.50681  -2.35012
H  -6.96093  -2.72839  -1.54407
H  -5.39684  -3.37892  -1.05716
H  -7.17873  -1.55610  0.62767
H  -6.24545  -2.97152  1.14863
O  -3.80192  -3.67574  -2.73089
C  -3.55609  -4.74134  -3.22005
O  -4.24282  -5.22007  -4.27870
C  -3.80977  -6.55721  -4.59386
C  -2.41075  -6.67342  -3.99872
C  -2.51264  -5.75051  -2.78562
H  -4.51331  -7.25770  -4.13946
H  -3.83913  -6.67734  -5.67349
H  -2.13508  -7.69821  -3.76137
H  -1.67627  -6.27864  -4.70139
H  -2.89020  -6.26677  -1.90110
H  -1.58450  -5.24699  -2.53117

Forces on atoms 1 to 3 (eV/Å):
C -0.2 0.0 0.1
C 0.1 0.1 0.1
O 0.0 -0.1 0.1

---

Here is a cluster of 6 separate species, C26H44N6P2 in total in a non-equilibrium geometry from the OMol25 dataset. Energies are from ωB97M-V with the def2-TZVPD basis set.

Results
Multiplicity: 1
E_HOMO in eV: -8.2
Orbital gap in eV: 8.55
SMILES string: CCCCCC[PH3][PH2]=N.c1cc[nH]c1.c1cc[nH]c1.c1cc[nH]c1.c1cc[nH]c1.c1cc[nH]c1
F_max in Eh/bohr: 0.0416
E_tot in eV: -55188.544

CARTESIAN COORDINATES (ANGSTROEM)
C  -4.06142  -3.85314  -3.95788
C  -4.60357  -3.00367  -2.78077
C  -4.42724  -3.74984  -1.46071
C  -5.22810  -3.21323  -0.26695
C  -4.62226  -2.07002  0.56247
C  -3.79641  -1.03160  -0.19187
P  -1.96342  -1.51650  -0.45540
P  0.13319  -2.29045  -0.85288
N  0.36739  -2.15825  -2.43041
H  -4.83382  -4.08613  -4.68000
H  -3.28776  -3.29576  -4.47541
H  -3.58001  -4.74691  -3.57708
H  -4.05658  -2.06804  -2.79348
H  -5.66076  -2.80619  -2.91540
H  -4.79917  -4.75421  -1.65408
H  -3.37487  -3.88455  -1.22803
H  -6.23062  -2.96680  -0.59934
H  -5.35477  -4.05356  0.41461
H  -5.45277  -1.53080  1.01150
H  -4.03636  -2.44255  1.40276
H  -4.27694  -0.72295  -1.11545
H  -3.76100  -0.14184  0.43854
H  -1.48826  -0.42188  0.31141
H  -2.22687  -2.74892  0.25358
H  -2.06952  -1.43807  -1.87906
H  1.11100  -1.62191  -0.07043
H  0.15724  -3.67046  -0.50849
H  1.19413  -1.60402  -2.63063
N  -1.19559  1.88719  -1.41747
C  -2.06369  2.85021  -0.97891
C  -1.40697  4.05049  -1.01145
C  -0.09335  3.80003  -1.49194
C  0.00590  2.45575  -1.73584
H  -1.40750  0.90879  -1.49272
H  -3.06808  2.59952  -0.68298
H  -1.82107  5.00229  -0.72479
H  0.68659  4.52735  -1.64412
H  0.82073  1.85780  -2.10697
N  3.35311  5.49972  -0.92859
C  4.51219  6.17772  -1.19475
C  4.60556  7.21149  -0.30235
C  3.46016  7.15194  0.53739
C  2.70726  6.08506  0.12710
H  3.02549  4.69562  -1.43145
H  5.16505  5.86920  -1.99256
H  5.40596  7.93078  -0.25507
H  3.21761  7.81653  1.34935
H  1.77328  5.69320  0.49249
N  -0.73880  -4.63562  2.15157
C  0.08094  -5.30786  3.01809
C  -0.45951  -6.54792  3.22343
C  -1.64995  -6.62807  2.45061
C  -1.79608  -5.43429  1.79832
H  -0.58592  -3.70001  1.82250
H  0.97112  -4.84766  3.41091
H  -0.04758  -7.31454  3.85744
H  -2.32077  -7.46754  2.38093
H  -2.55462  -5.08517  1.11692
N  8.20134  3.21182  -1.75693
C  7.35583  4.19007  -1.30825
C  8.05354  5.36764  -1.28332
C  9.37042  5.08878  -1.73904
C  9.43014  3.75087  -2.02390
H  7.95765  2.24561  -1.87176
H  6.33795  3.96415  -1.04319
H  7.66315  6.32171  -0.97162
H  10.18073  5.79028  -1.84424
H  10.23646  3.14006  -2.39152
N  -1.68694  -1.74501  3.83862
C  -0.52700  -1.06919  3.57049
C  -0.42827  -0.03014  4.45601
C  -1.57378  -0.08347  5.29401
C  -2.32981  -1.15157  4.88886
H  -2.01650  -2.55139  3.33744
H  0.12804  -1.38416  2.77401
H  0.37388  0.68702  4.49885
H  -1.81457  0.58578  6.10238
H  -3.26418  -1.53860  5.25690

Forces on atoms 1 to 3 (eV/Å):
C 0.1 0.7 0.3
C 0.5 -0.6 -0.3
C -0.6 0.1 -0.1